Entry 1:
Computed, not measured: C10H24ClO3P2Rh as an isolated structure at a distorted geometry, with wB97M-V/def2-TZVPD.

Properties
expectation value of S² = 6.018
HOMO energy (spin up / spin down) = -15.50 / -15.89 eV
LUMO level (spin up / spin down) = -6.14 / -10.17 eV
spin multiplicity = 5
HOMO-LUMO gap (spin up / spin down) = 9.36 / 5.72 eV
charge = +2

Each line ends with the Löwdin spin population.
Geometry (Å):
C -3.469 4.026 2.521  0.000
C -2.888 2.950 1.641  0.000
H -3.749 3.567 3.480  0.000
H -4.356 4.475 2.048  0.000
H -2.727 4.822 2.688  0.000
O -2.777 1.775 1.915  0.002
Cl -2.325 3.562 0.056  0.004
Rh 0.495 -0.538 -0.468  2.125
P -1.457 -1.057 -1.316  0.224
C -2.021 -2.787 -1.077  0.020
C -2.909 -0.049 -0.900  0.050
H -3.766 -0.356 -1.502  0.009
H -2.237 -1.213 -3.619  0.012
H -2.704 1.007 -1.079  0.002
H -1.017 0.074 -3.406  0.004
H -2.253 -2.974 -0.027  0.000
H -3.161 -0.159 0.155  0.000
C -1.294 -0.946 -3.133  0.058
H -2.923 -2.988 -1.665  0.005
H -0.511 -1.624 -3.482  0.000
H -1.255 -3.502 -1.383  0.000
P 2.134 0.506 0.761  0.224
C 3.124 -0.580 1.859  0.020
C 3.390 1.067 -0.442  0.048
H 1.174 2.696 1.175  0.002
H 2.627 2.429 2.169  0.009
H 1.085 1.668 2.609  0.000
C 1.721 1.963 1.771  0.044
H 2.919 1.758 -1.144  0.004
H 4.208 1.574 0.079  0.010
H 3.968 -0.023 2.281  0.005
H 3.527 -1.451 1.334  0.000
H 3.802 0.225 -1.006  0.000
H 2.508 -0.940 2.685  0.001
C 0.544 -2.035 0.640  0.177
O 0.806 -3.087 1.057  0.021
C 2.403 -2.847 -1.476  0.105
O 1.627 -1.789 -1.047  0.754
H 2.803 -2.486 -2.402  0.030
H 1.751 -3.700 -1.609  0.016
H 3.181 -3.014 -0.742  0.015

Entry 2:
Computed, not measured: an isolated ion of composition C4H8O2P and charge -1 at a distorted geometry, with wB97M-V/def2-TZVPD.

Properties
HOMO energy = -3.53 eV
SMILES = CC(C)(P)C(=O)[O-]
LUMO level = 3.98 eV
HOMO-LUMO gap = 7.51 eV
relative energy (zero: lowest compared OMol25 entry of this formula, charge and spin) = 49.3 kcal per mole
charge = -1

Each line ends with the Löwdin charge.
Geometry (Å):
C -0.879 2.353 0.034  -0.698
C 0.455 0.124 -1.157  -0.167
C 0.451 0.379 1.307  -0.196
C -0.347 0.551 0.043  -0.730
O -1.781 2.536 -0.764  -0.082
O -0.167 3.040 0.754  -0.048
P -2.020 -0.354 0.130  0.789
H 0.218 0.828 -1.981  0.084
H 1.553 0.193 -0.790  0.084
H 0.407 -0.966 -1.207  0.030
H 0.527 -0.628 1.354  0.004
H 1.407 0.967 1.312  0.086
H -0.142 0.768 2.233  0.101
H -1.444 -1.632 -0.401  -0.108
H -2.592 0.049 -1.053  -0.149

Entry 3:
Computed, not measured: a 12-piece molecular cluster, C30H48Cl12O18 overall at a distorted geometry, with wB97M-V/def2-TZVPD.

Properties
HOMO energy = -10.42 eV
SMILES = O=C1OCCO1.O=C1OCCO1.O=C1OCCO1.O=C1OCCO1.O=C1OCCO1.O=C1OCCO1.ClCCCl.ClCCCl.ClCCCl.ClCCCl.ClCCCl.ClCCCl
LUMO level = 0.17 eV
HOMO-LUMO gap = 10.59 eV
relative energy (zero: lowest compared OMol25 entry of this formula, charge and spin) = 0.0 kcal per mole
charge = 0

Each line ends with the Löwdin charge.
Geometry (Å):
C -2.407 1.134 -3.813  -0.164
C -2.692 1.142 -5.304  -0.176
O -4.055 1.261 -5.478  0.089
C -4.609 1.671 -4.330  -0.527
O -5.771 2.013 -4.166  0.131
O -3.663 1.704 -3.343  0.033
H -1.556 1.804 -3.689  0.121
H -2.188 0.099 -3.552  0.034
H -2.515 0.111 -5.614  0.116
H -1.993 1.834 -5.774  0.136
C -0.762 -3.255 5.662  -0.165
C -1.803 -3.712 4.633  -0.100
O -1.106 -3.757 3.377  0.034
C 0.169 -3.965 3.674  -0.507
O 0.984 -4.449 2.908  0.109
O 0.354 -3.820 5.075  -0.003
H -0.845 -3.597 6.694  0.136
H -0.768 -2.174 5.797  0.102
H -2.496 -2.884 4.485  0.081
H -2.321 -4.616 4.952  0.137
C -1.166 5.382 0.140  -0.098
C -2.090 4.175 0.465  -0.104
O -1.257 3.194 0.977  0.042
C -0.045 3.681 1.221  -0.551
O 0.824 3.182 1.868  0.156
O -0.015 4.977 0.803  0.061
H -1.585 6.280 0.594  0.132
H -0.966 5.583 -0.912  0.117
H -2.472 3.715 -0.446  0.129
H -2.923 4.211 1.168  0.138
C 2.803 1.709 -0.506  -0.148
C 4.292 1.990 -0.316  -0.142
O 4.397 3.375 -0.304  0.086
C 3.282 3.915 -0.828  -0.492
O 3.002 5.084 -1.046  0.125
O 2.368 2.909 -1.045  0.041
H 2.385 1.423 0.459  0.128
H 2.762 0.943 -1.280  0.104
H 4.866 1.512 -1.110  0.136
H 4.597 1.654 0.675  0.067
C -0.671 0.265 -0.727  -0.134
C 0.360 -0.817 -0.917  -0.198
O 0.787 -1.225 0.321  0.039
C -0.049 -0.596 1.276  -0.460
O 0.062 -0.738 2.472  0.091
O -0.875 0.268 0.644  0.040
H -1.630 0.129 -1.227  0.093
H -0.287 1.244 -1.012  0.129
H 1.231 -0.332 -1.358  0.065
H 0.000 -1.640 -1.533  0.126
C 0.511 6.448 -4.777  -0.139
C 0.560 5.421 -3.664  -0.113
O -0.678 4.712 -3.855  0.033
C -1.517 5.477 -4.631  -0.531
O -2.655 5.189 -4.928  0.147
O -0.856 6.556 -5.071  0.078
H 1.091 6.313 -5.690  0.135
H 0.931 7.344 -4.321  0.131
H 0.720 5.949 -2.725  0.123
H 1.369 4.728 -3.895  0.134
Cl -3.086 -0.140 4.247  0.573
C -2.046 1.320 4.220  -0.593
C -0.780 0.977 5.111  -0.645
Cl 0.071 2.493 5.582  0.552
H -2.573 2.150 4.691  0.059
H -1.775 1.537 3.187  0.051
H -0.039 0.407 4.551  -0.022
H -1.010 0.416 6.016  0.054
Cl -0.932 -7.408 1.994  0.510
C -0.628 -6.880 0.261  -0.622
C -1.151 -5.512 -0.162  -0.741
Cl -0.977 -5.386 -1.884  0.600
H -1.175 -7.549 -0.404  0.053
H 0.439 -6.904 0.040  0.064
H -0.533 -4.725 0.269  0.045
H -2.167 -5.345 0.196  0.030
Cl 2.891 -4.153 -0.530  0.494
C 3.441 -4.569 1.162  -0.589
C 3.752 -3.338 2.028  -0.677
Cl 4.990 -2.267 1.398  0.574
H 4.361 -5.137 1.025  0.060
H 2.758 -5.328 1.545  0.054
H 4.122 -3.579 3.024  0.078
H 2.859 -2.715 2.077  0.034
Cl 4.684 1.850 3.273  0.581
C 3.405 1.088 4.319  -0.581
C 3.240 -0.338 3.809  -0.708
Cl 1.997 -1.172 4.674  0.717
H 2.453 1.618 4.280  0.031
H 3.756 1.142 5.350  0.074
H 4.084 -1.016 3.940  0.047
H 2.997 -0.412 2.749  0.043
Cl 0.367 -0.864 -4.760  0.600
C 1.199 -2.432 -4.771  -0.638
C 2.702 -2.237 -4.634  -0.622
Cl 3.107 -1.695 -2.981  0.564
H 0.865 -3.061 -5.596  0.082
H 0.796 -2.960 -3.907  0.048
H 3.022 -1.414 -5.273  0.058
H 3.314 -3.112 -4.852  0.078
Cl -3.735 -1.608 -2.335  0.629
C -4.804 -1.753 -0.931  -0.605
C -3.951 -1.444 0.381  -0.597
Cl -2.912 -2.852 0.741  0.634
H -5.174 -2.776 -0.868  0.056
H -5.746 -1.206 -0.992  0.078
H -4.507 -1.327 1.311  0.054
H -3.394 -0.512 0.277  0.050

| no. | energy (eV) |
| --- | --- |
| 1 | -50990.1754 |
| 2 | -17661.4344 |
| 3 | -219012.3364 |